No. 1
C4H13N2O | ωB97M-V with the def2-TZVPD basis set

Last column: Mulliken charge in e.
Element x y z (Å)
N (0.52, 1.21, 0.56)  -0.29
C (-0.68, 0.35, 0.52)  -0.01
C (-1.30, 0.66, -0.88)  -0.81
O (-1.52, 2.07, -0.96)  -0.53
C (-0.26, -1.21, 0.47)  -0.78
N (1.19, -1.29, 0.75)  -0.29
C (1.92, -1.87, -0.37)  -1.02
H (1.04, 1.16, -0.31)  0.31
H (1.17, 0.98, 1.31)  0.37
H (0.25, 2.20, 0.61)  0.36
H (-1.41, 0.57, 1.29)  0.48
H (-2.24, 0.13, -0.95)  0.42
H (-0.48, 0.48, -1.56)  0.44
H (-2.46, 2.25, -0.94)  0.34
H (-0.94, -1.67, 1.18)  0.36
H (-0.49, -1.59, -0.52)  0.38
H (1.26, -1.87, 1.58)  0.26
H (1.62, -1.63, -1.39)  0.34
H (2.25, -2.91, -0.35)  0.34
H (2.89, -1.33, -0.45)  0.34

Values from the calculation:
DFT total energy: -344.67490 Eh
Frontier orbital gap: 10.473 eV
Total charge: +1
Multiplicity: 1
SMILES: CNC[C@@H]([NH3+])CO
Energy relative to the best compared isomer or geometry (same formula, charge and spin): 241.4 kJ/mol

***

No. 2
C20H17BrSn | ωB97M-V with the def2-TZVPD basis set

Last column: Mulliken charge in e.
Element x y z (Å)
C (-1.19, 3.14, -2.21)  -0.47
C (0.10, 3.41, -1.72)  -0.74
C (0.98, 2.32, -2.13)  -0.42
H (0.42, 4.31, -1.19)  0.49
C (0.15, 1.40, -2.90)  -0.84
C (-1.16, 1.90, -2.91)  -0.29
H (-2.00, 1.47, -3.44)  0.44
H (-2.06, 3.78, -2.11)  0.46
H (2.07, 2.31, -2.08)  0.62
H (0.52, 0.50, -3.40)  0.56
Sn (0.47, 1.31, -0.09)  0.98
Br (1.75, 2.88, 1.45)  -0.47
C (-2.03, 0.31, 1.55)  -0.54
C (-2.83, 0.10, 0.39)  -0.50
C (-3.35, 1.36, -0.01)  -0.43
H (-2.98, -0.85, -0.10)  0.47
C (-2.87, 2.35, 0.90)  -0.50
C (-2.02, 1.71, 1.84)  -0.61
H (-1.48, 2.19, 2.65)  0.45
H (-1.50, -0.47, 2.10)  0.61
H (-3.98, 1.54, -0.88)  0.45
H (-3.08, 3.41, 0.87)  0.45
C (2.82, -2.83, 2.79)  -0.52
C (2.22, -1.60, 3.08)  -1.00
C (1.39, -1.01, 2.14)  -0.33
C (1.19, -1.59, 0.87)  0.68
C (0.55, -0.92, -0.20)  -0.05
C (0.10, -1.61, -1.30)  -0.29
C (0.61, -2.92, -1.54)  -0.74
C (1.45, -3.54, -0.63)  -0.84
C (1.74, -2.89, 0.60)  0.78
C (2.57, -3.47, 1.58)  -0.67
H (3.48, -3.28, 3.53)  0.37
H (2.39, -1.10, 4.03)  0.41
H (0.91, -0.06, 2.38)  0.28
H (-0.62, -1.18, -2.00)  0.65
H (0.32, -3.44, -2.46)  0.38
H (1.90, -4.52, -0.82)  0.34
H (3.03, -4.42, 1.36)  0.37

Values from the calculation:
DFT total energy: -3560.50147 Eh
Frontier orbital gap (alpha / beta): 6.243 / 5.130 eV
Total charge: 0
Multiplicity: 1
Energy relative to the best compared isomer or geometry (same formula, charge and spin): 31.2 kJ/mol

***

No. 3
C4H20NO4 | ωB97M-V with the def2-TZVPD basis set

Last column: Mulliken charge in e.
Element x y z (Å)
C (-0.41, 0.46, -1.49)  -1.17
C (-1.53, -0.08, -0.61)  0.12
C (-1.14, -1.30, 0.26)  -0.25
C (-2.30, -1.78, 1.15)  -1.33
N (-1.82, 1.04, 0.38)  -0.27
H (-0.01, -0.40, -2.01)  0.27
H (0.31, 0.80, -0.74)  0.31
H (-0.58, 1.24, -2.22)  0.35
H (-2.45, -0.42, -1.05)  0.33
H (-0.94, -2.23, -0.37)  0.30
H (-0.19, -1.13, 0.76)  0.21
H (-3.16, -1.09, 1.20)  0.36
H (-2.75, -2.67, 0.77)  0.32
H (-2.06, -1.88, 2.19)  0.39
H (-2.44, 0.68, 1.11)  0.30
H (-1.02, 1.46, 0.89)  0.40
H (-2.13, 1.88, -0.14)  0.39
H (0.29, 3.77, 1.38)  0.33
H (0.06, 3.52, 0.00)  0.33
O (-0.40, 3.33, 0.84)  -0.67
H (2.23, -0.93, 0.43)  0.35
H (2.93, -0.59, 1.82)  0.30
O (2.25, -0.33, 1.20)  -0.64
H (3.19, 1.49, -0.16)  0.33
H (3.55, 0.82, -1.45)  0.30
O (3.38, 1.70, -1.09)  -0.63
H (2.63, -2.81, -0.35)  0.33
H (2.00, -2.47, -1.71)  0.30
O (2.51, -2.09, -0.99)  -0.67

Values from the calculation:
DFT total energy: -519.87052 Eh
Frontier orbital gap: 10.949 eV
Total charge: +1
Multiplicity: 1
Energy relative to the best compared isomer or geometry (same formula, charge and spin): 113.9 kJ/mol

***

No. 4
C3H8N2 | ωB97M-V with the def2-TZVPD basis set

Last column: Mulliken charge in e.
Element x y z (Å)
C (0.58, 0.06, -0.01)  0.42
C (1.97, -0.14, -0.46)  -1.00
C (-1.76, -0.45, 0.11)  -0.68
N (-0.11, 1.23, -0.31)  -0.53
N (-0.65, -0.08, -0.66)  -0.16
H (0.14, -0.19, 1.62)  0.06
H (1.93, -0.84, -1.35)  0.25
H (2.42, -0.56, 0.47)  0.27
H (2.35, 0.86, -0.83)  0.27
H (-2.62, 0.21, -0.04)  0.25
H (-2.08, -1.58, -0.03)  0.23
H (-1.48, -0.35, 1.13)  0.32
H (-0.69, 1.83, 0.37)  0.30

Values from the calculation:
DFT total energy: -228.41922 Eh
Frontier orbital gap: 9.680 eV
Total charge: 0
Multiplicity: 1
Energy relative to the best compared isomer or geometry (same formula, charge and spin): 602.4 kJ/mol

***

No. 5
C5HCl2F5N2S | ωB97M-V with the def2-TZVPD basis set

Last column: Mulliken charge in e.
Element x y z (Å)
C (-1.03, -0.27, -0.07)  0.18
C (-0.20, -0.60, 0.94)  0.57
C (-0.83, 2.45, 1.75)  0.38
C (0.74, -1.76, 0.96)  0.02
C (0.30, 0.10, -2.50)  0.72
N (-0.12, 0.21, 2.10)  -0.94
N (-0.20, 1.44, 1.97)  0.31
F (0.20, -2.98, 0.56)  -0.26
F (1.86, -1.60, 0.25)  -0.19
F (0.65, -0.43, -3.71)  -0.22
F (1.37, 0.13, -1.70)  -0.22
F (-0.03, 1.39, -2.77)  -0.22
S (-0.86, -1.06, -1.67)  -0.14
Cl (-2.46, 0.75, 0.15)  -0.16
Cl (-0.45, 4.03, 1.61)  -0.07
H (1.06, -1.82, 2.13)  0.24

Values from the calculation:
DFT total energy: -2118.39001 Eh
Frontier orbital gap (alpha / beta): 7.867 / 7.864 eV
Total charge: 0
Multiplicity: 1
Energy relative to the best compared isomer or geometry (same formula, charge and spin): 27.8 kJ/mol

***

No. 6
C3H5NO2 | ωB97M-V with the def2-TZVPD basis set

Last column: Mulliken charge in e.
Element x y z (Å)
O (2.68, -0.29, -0.18)  -0.59
C (1.50, 0.01, -0.20)  0.62
N (0.60, -0.56, 0.77)  -0.36
C (-0.73, -0.46, 0.28)  -0.26
C (-0.99, 0.90, -0.17)  -0.40
O (0.85, 0.81, -1.02)  -0.55
H (0.89, -1.48, 1.07)  0.28
H (-0.79, -0.70, -0.83)  0.27
H (-1.50, -1.04, 0.80)  0.45
H (-0.55, 1.82, 0.13)  0.28
H (-1.98, 0.98, -0.65)  0.26

Values from the calculation:
DFT total energy: -322.45809 Eh
Frontier orbital gap: 8.893 eV
Total charge: 0
Multiplicity: 1
Energy relative to the best compared isomer or geometry (same formula, charge and spin): 305.2 kJ/mol

***

No. 7
C3H12O4 | ωB97M-V with the def2-TZVPD basis set

Last column: Löwdin spin population.
Element x y z (Å)
C (-1.33, 0.33, -0.34)  0.05
C (-1.01, -0.24, 0.84)  0.11
O (-0.11, 0.49, 1.56)  0.19
C (-1.05, -1.67, 1.12)  0.11
H (-2.01, -0.18, -1.00)  0.00
H (-1.15, 1.36, -0.51)  0.01
H (-0.07, 0.20, 2.50)  0.08
H (-0.18, -2.14, 0.61)  0.02
H (-0.75, -2.08, 2.07)  0.04
H (-1.99, -2.13, 0.99)  0.01
H (2.67, -1.92, 1.57)  0.07
H (3.91, -1.73, 0.69)  0.04
O (3.23, -2.39, 0.89)  0.14
H (-2.65, 3.20, 1.00)  0.01
H (-1.22, 3.64, 0.44)  0.01
O (-2.12, 3.45, 0.23)  0.03
H (1.15, 0.60, -3.56)  0.01
H (2.17, -0.63, -3.58)  0.01
O (1.54, -0.11, -4.05)  0.04

Values from the calculation:
DFT total energy: -422.37031 Eh
Frontier orbital gap (alpha / beta): 2.918 / 8.559 eV
Total charge: -1
Multiplicity: 2
Energy relative to the best compared isomer or geometry (same formula, charge and spin): 201.5 kJ/mol

***

No. 8
H12O6 | ωB97M-V with the def2-TZVPD basis set

Last column: Mulliken charge in e.
Element x y z (Å)
H (-0.58, -0.93, 1.02)  0.27
H (-0.37, 0.35, 1.81)  0.36
H (-1.70, 1.30, -0.12)  0.33
H (-0.20, 2.05, 0.09)  0.37
H (-3.33, -1.07, -0.22)  0.28
H (-1.72, -1.12, -0.76)  0.46
H (0.12, -0.36, -1.21)  0.45
H (0.24, -1.60, -0.54)  0.31
H (1.68, -0.74, 1.20)  0.36
H (2.95, -1.23, 0.55)  0.29
H (1.87, 1.66, -1.55)  0.29
H (1.87, 0.60, -0.44)  0.42
O (0.06, -0.50, 1.59)  -0.67
O (-1.17, 2.06, 0.33)  -0.68
O (-2.39, -0.73, -0.11)  -0.72
O (-0.18, -1.32, -1.27)  -0.72
O (2.29, -0.61, 0.38)  -0.67
O (1.28, 1.23, -0.91)  -0.74

Values from the calculation:
DFT total energy: -458.62660 Eh
Frontier orbital gap: 11.027 eV
Total charge: 0
Multiplicity: 1
SMILES: O.O.O.O.O.O
Energy relative to the best compared isomer or geometry (same formula, charge and spin): 120.4 kJ/mol